No. 1
# C28H31FIrN4

C28H31FIrN4 as an isolated structure (the ωB97M-V functional and the def2-TZVPD basis, the Open Molecules 2025 dataset).

Output
Relative energy (zero: lowest compared OMol25 entry of this formula, charge and spin) ... 0.000 eV
HOMO (alpha / beta) ... -8.102 / -10.715 eV
DFT total energy ... -41047.9789 eV

```
! wB97M-V def2-TZVPD RIJCOSX def2/J DEFGRID3
* xyz 1 5
Ir 0.690 0.084 0.186
C 3.276 -0.176 1.635
C 2.517 0.536 2.732
N 1.064 0.606 2.425
C 0.442 1.920 2.747
C 0.144 2.787 1.507
N 0.996 2.440 0.363
C 2.423 2.757 0.468
C 3.267 1.627 -0.119
N 2.815 0.267 0.295
H 4.354 -0.026 1.744
H 3.078 -1.245 1.686
H 2.683 0.018 3.678
H 2.893 1.546 2.874
H 0.588 -0.101 2.967
H -0.502 1.730 3.257
H 1.084 2.451 3.451
H -0.882 2.611 1.185
H 0.230 3.845 1.774
H 0.597 2.809 -0.491
H 2.668 3.673 -0.073
H 2.667 2.952 1.510
H 3.177 1.655 -1.203
H 4.321 1.763 0.136
H 3.205 -0.384 -0.380
C 1.410 0.122 -4.075
C 0.115 0.339 -4.552
C -0.941 0.456 -3.675
C -0.716 0.357 -2.292
C 0.586 0.132 -1.793
C 1.636 0.019 -2.712
C -1.724 0.475 -1.279
C -3.025 0.920 -1.449
C -3.889 1.026 -0.386
C -3.478 0.554 0.919
C -4.345 0.538 2.007
C -3.979 -0.020 3.225
C -2.736 -0.618 3.347
C -1.850 -0.601 2.271
C -2.175 0.037 1.083
N -1.243 0.128 0.028
H 2.233 0.026 -4.773
H -0.064 0.408 -5.617
H -1.942 0.604 -4.061
H 2.651 -0.183 -2.381
H -3.346 1.212 -2.440
H -4.897 1.395 -0.519
H -5.337 0.957 1.879
H -4.674 -0.026 4.054
H -2.460 -1.124 4.263
H -0.921 -1.154 2.328
F -1.885 -3.131 -3.952
C -1.171 -3.089 -2.823
C -1.849 -2.970 -1.615
C -1.113 -2.905 -0.460
C 0.314 -2.944 -0.486
C 1.048 -2.806 0.692
C 0.945 -3.102 -1.754
C 0.213 -3.175 -2.911
H -2.930 -2.927 -1.612
H -1.614 -2.811 0.496
H 2.118 -2.972 0.704
H 0.535 -2.850 1.645
H 2.027 -3.160 -1.795
H 0.677 -3.282 -3.882
*
```



No. 2
# C28H31IrN3O9PS3

C28H31IrN3O9PS3 as an isolated structure (the ωB97M-V functional and the def2-TZVPD basis, the Open Molecules 2025 dataset).

Output
Relative energy (zero: lowest compared OMol25 entry of this formula, charge and spin) ... 2.512 eV
HOMO (alpha / beta) ... -5.108 / -5.189 eV
DFT total energy ... -97073.3590 eV

```
! wB97M-V def2-TZVPD RIJCOSX def2/J DEFGRID3
* xyz -1 2
Ir 0.491 0.439 0.413
O 0.576 3.273 -3.148
C -0.752 3.228 -3.403
C -1.248 4.111 -4.362
C -2.593 4.109 -4.680
C -3.466 3.223 -4.055
C -2.970 2.337 -3.116
C -1.619 2.328 -2.777
C -1.120 1.321 -1.812
O -0.134 1.701 -1.031
N -1.659 0.142 -1.826
N -0.991 -0.685 -0.942
C -1.445 -1.866 -0.765
C -0.807 -2.807 0.134
C -1.480 -3.977 0.490
C -0.931 -4.869 1.390
C 0.317 -4.582 1.949
C 1.008 -3.438 1.605
C 0.471 -2.532 0.677
O 1.193 -1.490 0.297
H 0.767 2.725 -2.365
H -0.555 4.797 -4.832
H -2.964 4.803 -5.424
H -4.520 3.224 -4.299
H -3.623 1.636 -2.614
H -2.366 -2.144 -1.273
H -2.458 -4.161 0.060
H -1.463 -5.770 1.666
H 0.749 -5.262 2.675
H 1.972 -3.202 2.036
C 3.124 0.079 -0.951
O 2.335 0.954 -0.178
H 2.539 -0.442 -1.718
H 3.625 -0.681 -0.344
H 3.882 0.692 -1.454
C -1.853 4.998 1.531
C -0.809 5.450 0.524
C -1.087 4.896 -0.857
O 0.582 5.103 0.830
P 1.206 4.145 1.942
S 0.937 4.721 3.777
S 0.444 2.234 1.925
O 2.745 4.200 1.570
C 3.439 4.487 0.337
C 3.632 5.990 0.224
C 2.775 3.882 -0.878
H -2.787 5.507 1.284
H -1.572 5.256 2.548
H -2.027 3.923 1.475
H -0.788 6.543 0.501
H -0.986 3.812 -0.822
H -0.387 5.289 -1.596
H -2.105 5.138 -1.171
H 4.409 4.010 0.493
H 2.669 6.482 0.081
H 4.273 6.216 -0.631
H 4.096 6.386 1.128
H 1.855 4.417 -1.119
H 2.560 2.825 -0.709
H 3.448 3.965 -1.734
O 0.674 -0.470 2.767
C -0.557 -0.379 2.806
N -1.236 -0.050 1.685
S -2.849 0.054 1.913
O -3.537 -1.029 1.260
O -3.326 1.387 1.678
C -2.748 -0.286 3.655
C -3.763 -0.305 4.588
C -3.410 -0.579 5.905
C -2.085 -0.821 6.260
C -1.076 -0.796 5.306
C -1.433 -0.531 3.998
H -4.789 -0.106 4.309
H -4.177 -0.595 6.668
H -1.841 -1.018 7.296
H -0.038 -0.965 5.560
*
```